#a
This record from OMol25 describes the molecule C5H12N2. The level of theory is ωB97M-V with the def2-TZVPD basis set.

ORCA input file:
```
! wB97M-V def2-TZVPD RIJCOSX def2/J DEFGRID3
* xyz 0 1
C 0.04 -0.29 -0.99
C 1.56 0.06 -0.91
C 1.64 1.18 -0.03
C 1.17 2.38 -0.52
N -0.39 -0.42 0.40
C -1.68 -1.08 0.53
N -1.86 -1.81 1.90
H -0.39 0.53 -1.61
H -0.01 -1.26 -1.62
H 1.84 0.33 -2.13
H 2.19 -0.78 -0.66
H 2.12 1.17 0.99
H 1.26 3.43 -0.18
H 0.65 2.33 -1.43
H -0.42 0.42 0.97
H -2.51 -0.41 0.48
H -1.69 -1.85 -0.19
H -1.31 -2.64 2.24
H -2.21 -1.29 2.75
*
```

The calculation puts the orbital gap at 9.76 eV. As for the SMILES: C=CCCNCN.

Atomic partial charges in e from the natural (NBO) method, atoms 1 to 4:
1 C -0.212
2 C -0.429
3 C -0.199
4 C -0.403

#b
This record from OMol25 describes a 2-piece molecular cluster, C5H12N2 overall. The level of theory is ωB97M-V with the def2-TZVPD basis set.

ORCA input file:
```
! wB97M-V def2-TZVPD RIJCOSX def2/J DEFGRID3
* xyz 0 1
C 1.43 0.32 0.28
C 0.56 1.21 -0.68
C -0.40 0.35 -1.51
N -1.15 -0.10 1.70
C -1.79 -0.16 0.67
C -1.41 -0.42 -0.75
N 1.70 -1.07 -0.16
H 0.99 0.17 1.26
H 2.43 0.73 0.45
H 1.28 1.69 -1.34
H -0.01 1.87 -0.03
H -0.91 0.96 -2.27
H 0.23 -0.26 -2.15
H 1.61 -1.63 2.98
H 1.68 -0.92 2.78
H -2.88 0.05 0.70
H -2.29 -0.69 -1.34
H 1.96 -1.12 -1.14
H 0.82 -1.58 -0.08
*
```

The calculation puts the orbital gap at 6.06 eV.

Atomic partial charges in e from the natural (NBO) method, atoms 1 to 4:
1 C -0.241
2 C -0.425
3 C -0.501
4 N -0.261

#c
This record from OMol25 describes the molecule C5H12N2. The level of theory is ωB97M-V with the def2-TZVPD basis set.

ORCA input file:
```
! wB97M-V def2-TZVPD RIJCOSX def2/J DEFGRID3
* xyz 0 1
C 0.00 -1.23 -1.32
C 0.27 -1.11 0.18
C -0.47 0.12 0.75
C 0.08 1.39 0.10
C -0.69 2.37 -0.38
N 1.49 1.54 0.14
N -0.25 -2.22 0.97
H 0.54 -2.11 -1.68
H 0.35 -0.35 -1.86
H -1.06 -1.29 -1.57
H 1.32 -1.00 0.42
H -0.42 0.25 1.84
H -1.53 0.18 0.53
H -0.65 3.45 -0.39
H -1.74 2.08 -0.41
H 1.75 2.49 0.38
H 2.13 0.90 0.56
H 0.13 -3.15 0.81
H -1.25 -2.32 0.92
*
```

The calculation puts the orbital gap at 9.26 eV. As for the SMILES: C=C(N)C[C@H](C)N.

Atomic partial charges in e from the natural (NBO) method, atoms 1 to 4:
1 C -0.630
2 C -0.048
3 C -0.440
4 C 0.222

Relative energies, hartree: #a 0.0682; #b 0.1847; #c 0.0000.

#a
This record from OMol25 describes a 2-piece molecular cluster, C5H12N2 overall. The level of theory is ωB97M-V with the def2-TZVPD basis set.

ORCA input file:
```
! wB97M-V def2-TZVPD RIJCOSX def2/J DEFGRID3
* xyz 0 1
C -1.11 1.64 -0.21
C -1.17 1.08 1.03
C -0.63 -2.05 0.86
N -0.10 -1.05 -0.05
N 0.04 2.18 -0.79
C 1.28 -0.76 -0.08
C 1.96 -0.47 -1.20
H -0.61 -0.68 -0.84
H -1.99 1.65 -0.84
H 0.97 2.11 -0.41
H -0.12 2.90 -1.48
H -0.39 1.28 1.75
H -2.14 0.89 1.47
H 1.81 -1.11 0.79
H -0.61 -1.66 1.89
H -1.67 -2.28 0.60
H -0.01 -2.94 0.86
H 1.47 -0.07 -2.07
H 3.02 -0.68 -1.27
*
```

The calculation puts the orbital gap at 8.06 eV. As for the SMILES: C=CNC.C=CN.

Atomic partial charges in e from the natural (NBO) method, atoms 1 to 4:
1 C -0.004
2 C -0.516
3 C -0.398
4 N -0.630

#b
This record from OMol25 describes the molecule C5H12N2. The level of theory is ωB97M-V with the def2-TZVPD basis set.

ORCA input file:
```
! wB97M-V def2-TZVPD RIJCOSX def2/J DEFGRID3
* xyz 0 1
C 0.72 1.70 -0.06
C 0.56 0.67 1.05
C -0.17 -0.55 0.51
C -1.51 -0.64 0.68
C 0.18 -2.30 -1.26
N 0.61 -1.45 -0.17
N -0.57 2.37 -0.37
H 0.99 1.12 -0.95
H 1.55 2.39 0.14
H 0.11 0.99 1.99
H 1.57 0.32 1.32
H -1.89 0.08 1.38
H -1.90 -1.36 -0.02
H 0.86 -2.25 -2.11
H 0.00 -3.31 -0.86
H -0.86 -2.18 -1.55
H 1.57 -1.65 0.03
H -0.45 3.30 0.03
H -0.56 2.63 -1.35
*
```

The calculation puts the orbital gap at 8.50 eV. As for the SMILES: C=C(CCN)NC.

Atomic partial charges in e from the natural (NBO) method, atoms 1 to 4:
1 C -0.220
2 C -0.440
3 C 0.219
4 C -0.546

#c
This record from OMol25 describes the molecule C5H12N2. The level of theory is ωB97M-V with the def2-TZVPD basis set.

ORCA input file:
```
! wB97M-V def2-TZVPD RIJCOSX def2/J DEFGRID3
* xyz 0 1
C -0.42 -1.23 2.17
C -0.90 -0.34 1.17
C -0.58 -0.81 -0.27
C 0.70 -0.66 -1.16
N 1.24 0.70 -1.02
C 0.41 1.76 -1.32
N 0.53 3.00 -1.37
H 0.69 -1.15 2.09
H -0.83 -2.28 1.92
H -0.72 -0.83 3.25
H -1.95 -0.24 1.15
H -0.53 0.69 1.18
H -0.97 -1.81 -0.62
H -1.34 -0.36 -1.00
H 0.27 -0.85 -2.13
H 1.59 -1.35 -0.82
H 2.26 0.94 -1.03
H -0.67 1.31 -1.48
H 1.20 3.50 -0.71
*
```

The calculation puts the orbital gap at 9.50 eV. As for the SMILES: [H]/N=C\NCCCC.

Atomic partial charges in e from the natural (NBO) method, atoms 1 to 4:
1 C -0.600
2 C -0.421
3 C -0.416
4 C -0.209

#d
This record from OMol25 describes C5H12N2 as an isolated structure. The level of theory is ωB97M-V with the def2-TZVPD basis set.

ORCA input file:
```
! wB97M-V def2-TZVPD RIJCOSX def2/J DEFGRID3
* xyz 0 1
C 1.61 0.09 -1.68
C 1.45 0.69 -0.26
C 1.16 -0.34 0.82
C -0.15 -1.12 0.81
N -1.28 -0.35 1.31
C -1.86 0.52 0.33
N -1.56 0.46 -0.97
H 0.69 -0.39 -2.08
H 2.51 -0.55 -1.75
H 1.77 0.93 -2.35
H 2.46 1.09 -0.19
H 0.80 1.57 -0.31
H 1.95 -1.09 0.65
H 1.26 0.16 1.81
H 0.11 -1.92 1.54
H -0.32 -1.44 -0.23
H -0.84 0.83 0.97
H -2.69 1.11 0.69
H -2.41 0.20 -1.47
*
```

The calculation puts the orbital gap at 8.59 eV.

Atomic partial charges in e from the natural (NBO) method, atoms 1 to 4:
1 C -0.616
2 C -0.412
3 C -0.405
4 C -0.296

Relative energies, hartree: #a 0.0328; #b 0.0000; #c 0.0260; #d 0.1023.

#a
This record from OMol25 describes an isolated ion of composition C5H11NO and charge +1. The level of theory is ωB97M-V with the def2-TZVPD basis set.

ORCA input file:
```
! wB97M-V def2-TZVPD RIJCOSX def2/J DEFGRID3
* xyz 1 2
C 2.39 0.72 0.94
N 1.29 -0.08 0.96
C -1.51 -1.27 -1.59
C -0.02 -1.03 -1.01
C 0.30 0.20 -0.07
C -0.96 0.50 0.72
O -1.82 1.21 0.20
H 2.95 0.73 -0.01
H 3.06 0.46 1.84
H 2.04 1.77 1.36
H 1.33 -1.08 1.18
H -1.33 -1.27 -2.64
H -2.29 -0.61 -1.36
H -1.94 -2.25 -1.39
H 0.74 -0.76 -1.78
H 0.28 -1.87 -0.25
H 0.68 1.08 -0.75
H -1.19 -0.08 1.56
*
```

Its expectation value of S² is 0.7551. The calculation puts the orbital gap (alpha / beta) at 10.96 / 6.36 eV.

Atomic partial charges in e from the natural (NBO) method, atoms 1 to 4:
1 C -0.495
2 N -0.217
3 C -0.632
4 C -0.366

#b
This record from OMol25 describes a 3-piece molecular cluster, C5H11NO overall. The level of theory is ωB97M-V with the def2-TZVPD basis set.

ORCA input file:
```
! wB97M-V def2-TZVPD RIJCOSX def2/J DEFGRID3
* xyz 1 2
C 0.23 0.53 -2.61
C 1.31 0.07 -1.51
N 0.68 -0.65 -0.36
C 0.02 -0.86 1.92
C 0.55 -0.08 0.88
C -1.15 1.32 0.17
O -0.39 2.17 0.12
H 0.70 1.37 -3.15
H 0.09 -0.26 -3.35
H -0.72 0.86 -2.17
H 2.12 -0.55 -2.02
H 1.78 0.98 -1.17
H 1.10 -1.56 -0.45
H -3.63 -0.86 4.02
H 0.34 -0.57 2.88
H -0.98 -1.29 1.84
H 1.10 0.80 1.16
H -3.18 -1.41 3.80
*
```

Its expectation value of S² is 0.7746. The calculation puts the orbital gap (alpha / beta) at 9.93 / 8.27 eV.

Atomic partial charges in e from the natural (NBO) method, atoms 1 to 4:
1 C -0.610
2 C -0.256
3 N -0.440
4 C -0.159

#c
This record from OMol25 describes an isolated ion of composition C5H11NO and charge +1. The level of theory is ωB97M-V with the def2-TZVPD basis set.

ORCA input file:
```
! wB97M-V def2-TZVPD RIJCOSX def2/J DEFGRID3
* xyz 1 2
C 1.05 -1.04 -0.57
C -0.14 -1.90 -1.03
C 0.89 0.48 -0.91
N -0.29 1.11 -0.40
C -0.39 1.43 1.03
C -1.21 0.57 1.96
O -2.39 0.19 2.01
H 1.95 -1.46 -1.09
H 1.32 -1.20 0.52
H -0.12 -2.90 -0.68
H -0.37 -1.73 -2.09
H -1.04 -1.44 -0.62
H 0.72 0.39 -1.98
H 1.75 1.11 -0.48
H -0.62 1.94 -1.03
H -1.06 2.32 0.96
H 0.56 1.72 1.49
H -0.62 0.41 2.91
*
```

Its expectation value of S² is 0.7550. The calculation puts the orbital gap (alpha / beta) at 10.52 / 6.20 eV.

Atomic partial charges in e from the natural (NBO) method, atoms 1 to 4:
1 C -0.412
2 C -0.612
3 C -0.289
4 N -0.131

Relative energies, hartree: #a 0.0119; #b 0.0341; #c 0.0000.

#a
This record from OMol25 describes the molecule C4H6OS2. The level of theory is ωB97M-V with the def2-TZVPD basis set.

ORCA input file:
```
! wB97M-V def2-TZVPD RIJCOSX def2/J DEFGRID3
* xyz 0 1
C -0.49 -0.53 1.17
C -0.39 0.25 -0.11
C 1.08 1.41 -1.03
C 0.63 -0.03 -1.16
H -1.46 -2.50 2.19
H -1.24 -0.03 1.77
H 0.40 -0.58 1.76
H -1.38 0.32 -0.65
H 0.82 2.04 -1.95
H 2.10 1.59 -0.80
O 0.16 1.59 0.06
S -1.12 -2.26 0.90
S 0.90 -1.26 -2.15
*
```

The calculation puts the orbital gap at 8.49 eV. As for the SMILES: S=C1CO[C@@H]1CS.

Atomic partial charges in e from the natural (NBO) method, atoms 1 to 4:
1 C -0.507
2 C -0.003
3 C -0.136
4 C -0.104

#b
This record from OMol25 describes the molecule C4H6OS2. The level of theory is ωB97M-V with the def2-TZVPD basis set.

ORCA input file:
```
! wB97M-V def2-TZVPD RIJCOSX def2/J DEFGRID3
* xyz 0 1
C -1.55 -0.12 0.37
C -0.33 0.47 0.52
C 2.06 0.02 -0.08
C -0.38 -0.69 -0.42
H -2.58 1.03 -0.82
H -1.81 -0.47 1.29
H -0.02 -0.05 1.51
H 2.83 0.11 -1.06
H 2.85 -0.03 0.72
H -0.52 -0.45 -1.46
O -2.76 0.12 -0.36
S 1.12 1.57 -0.13
S 1.09 -1.52 -0.07
*
```

The calculation puts the orbital gap at 9.00 eV. As for the SMILES: OC1[C@@H]2SCS[C@@H]12.

Atomic partial charges in e from the natural (NBO) method, atoms 1 to 4:
1 C 0.114
2 C -0.330
3 C -0.752
4 C -0.484

Relative energies, hartree: #a 0.0000; #b 0.0920.